No. 1
37
Properties=species:S:1:pos:R:3:forces:R:3 method="wB97M-V/def2-TZVPD" total_charge=-1 homo_energy_ha=-0.1006
C 0.34772 -0.41939 2.63556 0.51 -0.01 0.54
C -0.14226 -0.73315 1.26528 -0.42 -0.02 -0.12
C 0.84519 -0.88224 0.15939 -0.72 -0.93 0.25
C 0.36045 -1.65018 -1.10610 -1.77 0.86 -0.24
O -0.82988 -1.83610 -1.38060 1.49 -0.16 -0.22
N 1.30345 -2.09578 -1.98585 0.67 -0.61 0.12
C 0.85332 -2.88583 -3.12381 -0.07 0.36 0.17
C 2.73181 -1.80060 -1.97270 -0.31 0.05 -0.02
N -1.37063 -1.01260 0.99799 0.98 -0.29 -1.81
N -2.29219 -1.06628 1.86494 -2.06 -0.55 1.05
C -3.50097 -1.62884 1.30992 2.17 1.72 2.02
N -3.45142 -2.08155 0.03680 -0.25 -0.42 -0.77
O -4.45649 -1.64865 2.07271 -1.18 -0.67 -0.64
H 1.33117 0.10221 2.59422 -0.50 -0.34 0.16
H -0.38167 0.21885 3.15848 0.22 -0.19 -0.13
H 0.44729 -1.35526 3.23900 0.05 0.57 -0.18
H 1.64432 -1.53114 0.55471 0.42 0.65 -0.10
H -0.06443 -3.41429 -2.84900 0.21 0.20 -0.26
H 0.69238 -2.22542 -3.98215 -0.30 -0.16 -0.08
H 1.64502 -3.58365 -3.39823 -0.09 -0.12 0.08
H 3.16023 -1.88608 -0.96894 -0.06 0.17 -0.17
H 3.20179 -2.54887 -2.61880 0.14 0.19 0.22
H 2.92740 -0.80374 -2.39334 0.12 -0.20 0.22
H -2.57854 -2.02441 -0.50086 -0.50 0.11 0.50
H -4.29174 -2.49694 -0.33535 0.27 0.11 0.05
Cl 1.11162 5.17047 2.91863 0.22 0.20 0.52
C 0.51507 4.18294 1.64384 -0.50 -0.58 -1.01
C -0.56881 4.64873 0.89258 0.47 -0.08 -0.24
C -0.93504 3.92458 -0.24299 0.15 0.01 0.48
C -0.32768 2.70385 -0.53699 -0.12 0.02 0.01
C 0.69044 2.18048 0.26328 -0.22 0.32 0.15
S 1.60003 0.73171 -0.30535 1.22 0.86 -0.46
C 1.15034 2.97782 1.33266 -0.40 -0.23 -0.09
H -1.04382 5.60142 1.14649 0.19 -0.41 -0.11
H -1.68419 4.34539 -0.90388 -0.07 -0.22 0.06
H -0.62865 2.15330 -1.41772 -0.04 -0.04 0.03
H 1.98937 2.66924 1.93621 0.07 -0.16 0.01

---

No. 2
32
Properties=species:S:1:pos:R:3:forces:R:3 method="wB97M-V/def2-TZVPD" smiles=CCc1cccc(OCCn2ccnc2)c1 total_charge=0 homo_energy_ha=-0.3200
C 0.37353 5.30125 -0.97047 -0.04 0.08 0.18
H -0.32296 4.73974 -1.58887 -0.04 -0.04 -0.10
H 1.38307 5.09401 -1.31817 0.08 -0.01 -0.08
H 0.17334 6.36267 -1.09657 -0.01 0.10 -0.09
C 0.22317 4.89818 0.49781 0.03 -0.01 -0.21
C 0.50382 3.43273 0.66853 -0.07 -0.04 0.12
C 1.79856 2.98003 0.89966 0.08 -0.03 0.03
C 2.04999 1.62750 1.01227 0.05 0.11 -0.03
C 1.02838 0.69901 0.89024 -0.20 -0.31 0.00
C -0.26797 1.13934 0.65571 -0.01 0.19 -0.03
C -0.51634 2.50624 0.54705 0.00 -0.18 0.01
H -1.53244 2.82392 0.37003 -0.16 0.06 -0.02
O -1.37372 0.33850 0.53228 0.06 0.35 -0.05
C -1.21954 -1.05548 0.49093 0.12 -0.42 -0.13
C -0.69170 -1.53453 -0.87709 -0.14 0.67 0.30
N -0.48217 -2.95239 -0.88162 0.06 -0.24 -0.03
C 0.67451 -3.61137 -0.62642 0.14 0.05 0.01
N 0.51892 -4.90440 -0.63751 0.53 -0.27 0.12
C -0.79665 -5.11252 -0.90341 -0.27 0.12 -0.03
C -1.43662 -3.91702 -1.05379 -0.22 -0.23 -0.04
H -2.45584 -3.67364 -1.27252 -0.22 0.08 -0.05
H -1.19492 -6.10457 -0.97135 -0.18 -0.16 -0.04
H 1.60485 -3.10750 -0.45292 0.18 0.24 0.03
H -1.41521 -1.26417 -1.65185 0.15 -0.02 0.05
H 0.25506 -1.03341 -1.09831 -0.13 -0.08 -0.04
H -2.22153 -1.46052 0.66007 0.17 -0.01 0.01
H -0.56387 -1.41677 1.29354 -0.08 0.02 -0.08
H 1.26213 -0.34932 0.99204 -0.03 -0.11 0.00
H 3.05563 1.27941 1.19755 0.08 -0.03 0.02
H 2.60645 3.69011 0.99511 0.09 0.09 0.02
H 0.91945 5.48083 1.10395 -0.07 0.00 0.06
H -0.79186 5.12215 0.83044 0.03 0.03 0.08

---

No. 3
34
Properties=species:S:1:pos:R:3:forces:R:3 method="wB97M-V/def2-TZVPD" total_charge=0 homo_energy_ha=-0.3061
O -3.24705 -2.36887 -0.27206 0.42 0.01 -0.42
N 2.95013 -0.24798 0.38365 -0.83 -4.13 0.63
N 2.43654 -1.41240 0.57747 2.05 1.73 -0.63
C -2.07640 -2.56467 -0.58077 -0.72 1.27 0.98
C -0.37175 -3.98584 -1.42724 1.53 0.94 -0.63
C 0.56772 -3.01052 -1.37624 -0.81 -0.31 -0.38
C 0.70949 3.27189 0.25493 -0.16 -1.07 1.03
C 0.66668 2.49429 1.42483 1.35 -0.34 -0.27
C 1.44321 2.86581 -0.82999 0.46 -0.87 -0.47
C 1.47816 1.33382 1.49606 -0.77 0.56 -0.15
C 2.13909 1.64284 -0.82272 0.06 0.99 0.17
C 2.16749 0.88977 0.35134 -1.54 1.49 0.02
N -1.66288 -3.83569 -0.94604 1.04 0.15 0.01
N -1.14427 -1.50636 -0.50791 -0.26 -0.83 -0.35
C -2.63730 -4.88885 -1.17979 -1.48 0.59 0.66
C -1.65245 -0.12327 -0.34897 -0.14 -0.71 -0.26
C 1.00755 -1.71998 0.67612 -0.41 1.32 1.14
C 0.28668 -1.68203 -0.67934 0.24 -1.24 -0.43
H -0.14279 -4.91621 -1.94949 -0.20 0.17 0.32
H 1.54597 -3.15566 -1.84881 -0.47 -0.03 0.36
H 0.15087 4.16853 0.21971 -0.43 0.85 -0.06
H 0.12334 2.88427 2.28716 0.14 -0.39 -0.18
H 1.48281 3.50405 -1.70017 0.01 -0.07 -0.16
H 1.57474 0.74703 2.41533 -0.14 0.30 -0.31
H 2.74039 1.36741 -1.69159 -0.23 -0.14 0.33
H -3.19923 -4.68330 -2.09305 -0.24 0.15 0.10
H -2.18420 -5.84828 -1.34778 0.65 -0.25 0.27
H -3.35940 -4.96258 -0.31893 0.79 0.14 -0.93
H -2.19108 -0.01348 0.60304 -0.17 0.01 -0.60
H -2.22762 0.11604 -1.25206 -0.50 0.00 0.58
H -0.85142 0.61231 -0.36225 0.49 -0.37 0.20
H 0.90290 -2.70256 1.14201 0.28 -0.03 -0.32
H 0.49077 -1.04452 1.36859 0.05 0.21 -0.22
H 0.68761 -0.84222 -1.25734 -0.09 -0.11 -0.03

---

No. 4
35
Properties=species:S:1:pos:R:3:forces:R:3 method="wB97M-V/def2-TZVPD" smiles="CC(=O)Nc1nc(SCCCc2ccccc2)n[nH]1" total_charge=0 homo_energy_ha=-0.3005
C 6.67387 1.96702 -0.42402 0.20 -0.17 -0.02
C 5.81331 0.73670 -0.30686 -0.06 0.50 0.00
O 6.22808 -0.39896 -0.33851 0.13 -0.29 -0.01
N 4.48029 1.02249 -0.15635 -0.05 0.22 0.01
C 3.49471 0.07383 -0.02306 -0.29 -0.75 0.04
N 2.21581 0.35008 0.12693 0.40 0.39 -0.04
C 1.64952 -0.88315 0.21606 0.90 0.02 -0.09
N 2.50950 -1.87596 0.12945 -0.60 -0.54 0.10
N 3.69586 -1.25454 -0.02537 0.12 0.64 -0.04
H 4.57276 -1.74689 -0.12194 -0.14 0.13 0.01
S -0.04684 -1.14209 0.42172 -0.67 0.07 0.01
C -0.61075 0.60537 0.51514 0.23 -0.27 -0.10
C -2.03074 0.74067 -0.00484 0.10 -0.21 0.25
H -2.08483 0.34670 -1.02152 -0.02 0.06 -0.05
H -2.29092 1.80185 -0.04051 -0.02 -0.01 -0.04
C -3.03912 -0.00292 0.87798 0.03 0.18 -0.30
C -4.42264 0.10807 0.30559 0.01 -0.10 0.14
C -5.26609 1.14553 0.68074 0.02 -0.02 0.00
C -6.52700 1.26718 0.12391 -0.07 0.08 -0.01
C -6.95988 0.35195 -0.81995 -0.10 0.02 -0.04
C -6.12547 -0.68450 -1.20290 -0.04 -0.05 -0.08
C -4.86561 -0.80362 -0.64429 0.00 0.02 0.03
H -4.21704 -1.61510 -0.94238 0.08 -0.10 -0.03
H -6.45862 -1.40295 -1.93784 -0.02 -0.06 -0.05
H -7.94461 0.44487 -1.25399 -0.07 0.00 -0.03
H -7.17394 2.07746 0.42806 -0.05 0.06 0.02
H -4.93376 1.86180 1.41933 0.04 0.06 0.09
H -3.01447 0.41936 1.88469 0.03 -0.07 0.05
H -2.74090 -1.05155 0.93721 -0.07 -0.04 0.10
H -0.54078 0.91386 1.55837 0.03 0.13 -0.04
H 0.09531 1.17930 -0.08122 -0.09 0.04 0.10
H 4.15487 1.97780 -0.13036 0.09 -0.11 -0.01
H 6.36616 2.55889 -1.28346 -0.02 0.07 -0.05
H 7.71063 1.66788 -0.54588 -0.02 -0.01 0.00
H 6.57819 2.57680 0.47199 -0.01 0.07 0.05

---

No. 5
30
Properties=species:S:1:pos:R:3:forces:R:3 method="wB97M-V/def2-TZVPD" smiles=CCCCc1oc2ccccc2c1C total_charge=0 homo_energy_ha=-0.3043
C 4.64966 -0.21478 -0.01955 1.22 -0.64 -0.61
C 3.48933 -1.15863 0.29101 1.20 -0.47 2.65
C 2.13366 -0.82972 -0.16836 -1.64 -0.06 -1.66
C 1.49199 0.62066 -0.10867 0.37 -0.83 1.23
C -0.05883 0.40554 -0.14651 2.56 3.20 -0.36
C -1.74602 -0.89409 -0.03534 -2.91 1.72 -0.23
C -2.56022 -1.97692 0.00668 0.73 -0.51 -0.89
C -3.91454 -1.73197 -0.00403 -0.63 -1.26 1.45
C -4.50448 -0.51716 0.12750 -0.43 1.65 -1.37
C -3.70929 0.65504 -0.04126 -2.53 -0.75 1.44
C -2.38901 0.44091 0.04177 6.96 0.07 -0.99
C -1.04301 1.32159 -0.00129 -3.28 -1.02 0.38
C -1.06188 2.85033 0.07583 -0.39 0.24 -1.19
H 4.69134 0.28990 -1.05178 0.17 -1.34 1.19
H 5.60141 -0.79472 0.32424 -1.31 1.32 -1.19
H 4.56325 0.61088 0.65808 0.04 0.62 0.45
H 3.53680 -1.15906 1.46616 -0.31 -0.57 -1.93
H 3.61033 -2.20965 -0.08900 0.54 0.91 0.58
H 2.21302 -0.98544 -1.26824 -0.39 -0.08 0.34
H 1.45713 -1.68015 0.15813 0.73 1.47 -0.09
H 1.74506 1.24138 0.80166 -0.38 -1.04 -0.40
H 2.06227 1.19813 -0.87135 -1.31 -0.25 -0.16
H -2.23037 -3.00104 -0.08713 0.30 0.00 0.05
H -4.48727 -2.62457 0.09048 -0.81 -0.42 -0.13
H -5.59641 -0.41547 0.18165 0.53 -0.15 -0.04
H -4.26641 1.60043 -0.04631 0.85 -0.12 -0.01
H -1.27369 3.21923 -0.96047 0.27 -0.28 0.54
H -0.05997 3.25840 0.30577 -0.63 -0.10 0.30
H -1.91875 3.36394 0.64212 1.48 -1.26 -0.17
O -0.42509 -0.88300 -0.27180 -0.99 -0.04 0.80

---

No. 6
30
Properties=species:S:1:pos:R:3:forces:R:3 method="wB97M-V/def2-TZVPD" total_charge=0 homo_energy_ha="-0.2474 / -0.2752"
C 2.15342 -2.24928 -2.38807 1.34 0.08 -1.01
C 1.84935 -0.91541 -2.80357 1.32 -2.00 -2.61
C 2.07430 -2.54031 -1.03425 0.27 -1.90 -1.56
C 1.40903 -0.00665 -1.95337 -2.21 1.96 2.35
C 1.54466 -1.64379 -0.19114 -0.70 0.93 2.48
C 1.02275 -0.37759 -0.58765 1.22 -0.67 -1.38
C -1.90176 -0.98661 -1.08854 0.89 -1.48 2.18
C -0.94954 2.01064 2.18933 0.23 3.71 0.44
C -1.54319 2.27800 0.71208 1.44 -3.46 2.69
C -1.05238 0.55543 2.41343 0.86 -0.43 3.40
C -0.48318 1.67333 -0.23776 0.45 -1.31 -1.82
C -0.24384 -0.29357 1.51977 3.89 3.19 1.74
C 0.07218 0.27609 0.20961 -0.73 1.79 -1.46
S -2.16890 -2.24177 -0.17003 -0.15 0.59 -1.03
H 2.70777 -2.94866 -3.05798 -0.97 0.58 0.37
H 1.92814 -0.53880 -3.86860 0.31 -1.03 1.22
H 2.25957 -3.55202 -0.60820 0.36 0.85 -0.69
H 1.19491 0.96801 -2.42213 -0.14 -0.31 0.85
H 1.59256 -2.03532 0.84355 -0.77 0.94 -0.41
H -2.52465 -0.40220 -1.69995 -0.81 0.70 -0.96
H 0.16200 2.45230 2.36036 -2.47 -1.01 -0.62
H -1.64052 2.55594 2.95798 1.33 -0.82 -1.25
H -2.58728 1.82753 0.84176 1.47 -0.08 -1.08
H -1.72251 3.23871 0.45188 -0.24 3.28 -0.43
H -0.72594 0.25282 3.51781 -1.04 0.81 -2.06
H -2.06428 0.32391 2.30198 -1.89 -0.55 0.10
H -0.87197 1.62370 -1.31706 0.28 -0.28 1.43
H 0.48015 2.25410 -0.44552 -1.41 0.17 0.99
H 0.71337 -0.37612 2.17881 -0.97 -0.57 -1.71
H -0.68423 -1.18242 1.37550 -1.17 -3.66 -0.14

---

No. 7
41
Properties=species:S:1:pos:R:3:forces:R:3 method="wB97M-V/def2-TZVPD" total_charge=0 spin_multiplicity=3 homo_energy_ha="-0.2879 / -0.3251"
W -0.64076 0.94532 0.19789 -0.35 0.03 -0.30
C 0.15342 -2.20152 2.25466 -0.01 -0.01 0.04
As 0.40045 -1.44789 0.49195 -0.09 0.11 -0.02
C -0.22287 -2.86049 -0.67008 -0.01 -0.03 -0.02
C 2.31291 -1.52681 0.25950 0.06 0.01 -0.03
H 0.69895 -3.14083 2.33292 -0.01 0.00 0.03
H -0.90722 -2.37057 2.43179 0.00 -0.01 0.01
H 0.51894 -1.48930 2.99225 0.01 -0.01 0.01
H 0.23506 -3.80543 -0.38106 -0.02 -0.02 -0.02
H 0.04238 -2.62145 -1.69874 0.01 -0.02 0.00
H -1.30677 -2.93576 -0.60242 0.00 -0.02 0.01
H 2.65778 -2.54982 0.40259 0.04 0.01 -0.01
H 2.78454 -0.86506 0.98369 0.02 -0.01 0.01
H 2.56015 -1.18350 -0.74394 0.01 -0.02 0.00
F -1.33058 -0.29861 -2.63879 0.01 0.09 -0.06
B -0.36217 0.32077 -1.95000 0.25 0.02 0.37
F 0.80570 0.40833 -2.60398 -0.10 -0.02 -0.04
O 2.77040 5.54222 -4.54528 -0.07 -0.05 -0.05
C 1.75648 4.70873 -4.87430 0.07 -0.04 -0.03
O 1.61544 4.35784 -6.01050 -0.02 0.02 0.00
C 0.85568 4.26481 -3.76276 0.06 0.03 0.03
C -0.39677 3.76686 -4.11142 0.00 0.02 0.01
C -1.27279 3.33207 -3.13582 -0.02 -0.02 -0.02
C -0.90030 3.37137 -1.79284 -0.06 -0.06 0.03
S -2.00435 2.72191 -0.54643 0.06 0.01 -0.07
C 0.35016 3.86913 -1.44013 0.00 0.01 0.05
C 1.22429 4.30773 -2.42263 -0.03 0.01 -0.04
H 2.68909 5.81722 -3.62649 0.02 0.04 0.07
H -0.66322 3.72380 -5.15864 0.00 0.00 0.00
H -2.24328 2.93861 -3.40792 -0.01 0.00 0.00
H 0.64104 3.91144 -0.39785 0.00 -0.02 -0.01
H 2.20765 4.64622 -2.11609 0.00 0.00 0.00
C -3.67338 -0.30676 1.00183 -0.01 0.01 0.03
C -2.30611 0.24913 1.20419 0.02 -0.02 0.05
O -1.84189 0.55548 2.30181 -0.02 -0.03 0.03
H -4.12093 -0.59633 1.95232 -0.01 -0.01 -0.01
H -3.64239 -1.14558 0.30611 0.01 -0.01 0.01
H -4.27925 0.46934 0.52756 0.00 0.00 0.00
S 3.42159 2.39404 2.22304 -0.11 -0.04 -0.04
C 2.03479 1.87056 1.65072 0.09 0.00 0.06
N 1.00670 1.46961 1.21832 0.20 0.01 -0.06